1.
DFT (the ωB97M-V functional and the def2-TZVPD basis) results for C23H30AsN6O3PtS2 as an isolated structure at a distorted geometry.

Results
lowest unoccupied orbital energy (alpha / beta)	-8.7 / -12.0	eV
calculated total energy	-125147.6147	eV
energy above the lowest of the compared OMol25 structures with the same formula, charge and spin	26.9	kcal/mol
HOMO-LUMO gap (alpha / beta)	7.4 / 4.2	eV

```
! RIJCOSX wB97M-V def2-TZVPD def2/J DEFGRID3
* xyz 3 5
Pt 0.589 0.191 -1.001
As 0.445 0.705 3.912
S -0.434 0.533 1.929
S 0.240 -2.448 1.332
O 1.937 3.035 -3.925
O 0.625 -1.775 0.025
O 1.314 1.100 -5.179
N 1.743 2.150 -0.505
N 1.181 1.140 -2.903
N -1.546 1.135 -1.192
N -3.616 3.903 -0.154
N -4.120 1.980 -1.289
N 0.309 -1.373 -2.864
C 0.416 2.554 4.536
C -2.466 0.391 -1.796
C -0.049 -2.643 -2.775
C 0.559 -1.616 -5.226
C 1.697 2.401 -2.934
C -1.520 -4.371 0.593
C -3.787 0.846 -1.830
C -1.864 2.289 -0.657
C 2.657 3.835 0.904
C -0.353 -5.072 1.280
C 2.286 0.078 4.027
C 2.091 2.585 0.699
C 0.176 -2.945 -5.136
C 2.888 4.660 -0.187
C -0.132 -3.468 -3.891
C 0.609 -0.871 -4.053
C 1.993 2.928 -1.555
C 1.064 0.564 -4.135
C -1.519 -2.938 1.104
C -3.220 2.760 -0.694
C -0.583 -0.404 5.128
C 2.567 4.188 -1.449
C 0.854 -4.169 1.095
H 1.255 -4.207 0.083
H -4.588 4.161 -0.243
H -2.983 4.567 0.259
H -1.653 -0.227 5.020
H -0.262 -3.008 -1.782
H -4.574 0.273 -2.302
H 2.922 4.151 1.901
H -0.569 -5.220 2.339
H -0.430 -4.498 -3.780
H -1.096 2.882 -0.179
H -1.994 -2.853 2.080
H 2.754 4.752 -2.351
H -0.365 -1.458 4.942
H -2.172 -0.543 -2.250
H 1.657 -4.365 1.802
H -0.515 3.048 4.252
H -1.379 -4.393 -0.489
H -1.967 -2.214 0.425
H 2.349 -0.959 3.697
H -0.169 -6.053 0.843
H 3.319 5.642 -0.065
H 0.827 -1.147 -6.162
H 1.916 1.910 1.529
H 1.269 3.101 4.129
H 0.134 -3.556 -6.027
H -2.466 -4.862 0.814
H 2.588 0.136 5.071
H 2.956 0.698 3.432
H -0.282 -0.155 6.149
H 0.489 2.539 5.626
*
```

=====

2.
DFT (the ωB97M-V functional and the def2-TZVPD basis) results for a 2-piece molecular cluster, C3H11NO overall at a distorted geometry.

Results
lowest unoccupied orbital energy	1.0	eV
SMILES	CN(C)C.O
calculated total energy	-6824.9909	eV
energy above the lowest of the compared OMol25 structures with the same formula, charge and spin	52.0	kcal/mol
HOMO-LUMO gap	8.7	eV

```
! RIJCOSX wB97M-V def2-TZVPD def2/J DEFGRID3
* xyz 0 1
O -5.336 1.227 3.259
N 1.175 -0.250 -0.851
C 1.654 0.416 -2.055
C 0.510 0.400 0.425
C 1.666 -1.610 -0.717
H 2.725 -1.750 -0.966
H 1.095 -2.315 -1.347
H 2.786 0.608 -1.914
H 1.435 -0.146 -3.006
H 1.148 0.383 1.233
H 1.308 1.448 -2.100
H 0.442 1.428 0.302
H -5.425 0.523 3.794
H -0.455 0.087 0.576
H -6.204 1.555 3.026
H 1.475 -2.005 0.341
*
```